# C3H6N3O

A molecular structure, C3H6N3O at a distorted geometry (ωB97M-V/def2-TZVPD, the Open Molecules 2025 dataset).

max |F|	4.9	eV/A
HOMO energy	-14.127	eV
LUMO energy	-4.796	eV
charge	+1
E_tot	-356.96433	Ha
ΔE to the lowest compared entry with this formula, charge and spin	5.236	eV
HOMO-LUMO gap	9.33	eV
multiplicity	1

Geometry (Å):
C: 1.3915 -1.3825 -0.0297
H: 2.3733 -1.0597 -0.0996
N: -1.2355 -0.5322 -0.0285
H: 1.3426 1.7654 0.2926
H: -2.5315 0.9756 -0.4901
C: 0.5906 -0.2543 0.3031
H: 1.2883 -2.0910 0.7383
H: -0.8146 2.5152 0.2722
N: -1.6729 0.6886 -0.1061
H: 1.1705 -1.6445 -1.0175
O: -1.7288 -1.6490 -0.0997
C: 0.5293 1.0821 0.3028
N: -0.7028 1.5863 -0.0377

---

# C3H6N3O

A gas-phase ion, C3H6N3O (charge +1) at a distorted geometry (ωB97M-V/def2-TZVPD, the Open Molecules 2025 dataset).

max |F|	4.0	eV/A
HOMO energy	-15.214	eV
LUMO energy	-5.064	eV
SMILES	N[N+]1=C(O)C=NC1
charge	+1
E_tot	-357.08293	Ha
ΔE to the lowest compared entry with this formula, charge and spin	2.009	eV
HOMO-LUMO gap	10.15	eV
multiplicity	1

Geometry (Å):
O: 1.2072 0.4087 1.8803
H: -1.7062 1.5078 -0.8231
H: 0.0199 -0.4431 -1.9976
N: -0.1058 0.5012 -0.0644
N: 0.2717 -1.8250 -0.5485
N: -0.9270 1.6335 -0.1152
H: -0.3656 2.4077 -0.6070
C: 0.8884 -1.4416 0.4547
H: 1.4081 -2.1263 1.1282
C: 0.7227 -0.0507 0.8080
H: -1.6252 -1.0157 -1.1358
C: -0.4958 -0.7459 -1.0875
H: 0.7074 1.1894 2.1080

---

# C3H6N3O2

2 unconnected molecules or ions with the total composition C3H6N3O2 at a distorted geometry (ωB97M-V/def2-TZVPD, the Open Molecules 2025 dataset).

max |F|	3.9	eV/A
HOMO energy	-15.356	eV
LUMO energy	-5.609	eV
charge	+1
E_tot	-432.21570	Ha
ΔE to the lowest compared entry with this formula, charge and spin	5.051	eV
HOMO-LUMO gap	9.75	eV
multiplicity	1

Geometry (Å):
H: -0.4133 -1.0166 0.2407
O: 3.9398 -0.1298 -0.1703
C: 2.7619 0.0050 -0.1979
H: -2.2282 -1.6849 -0.1643
C: -2.0067 -0.7457 0.2828
O: 1.7582 -0.9467 -0.3858
H: -1.9096 -0.6815 1.3151
C: -2.3333 0.3065 -0.4770
H: -2.5247 0.1539 -1.5208
N: 0.7144 0.7931 0.2171
H: 2.2865 1.9222 0.7666
H: -2.5300 1.2092 0.0311
N: 0.5278 -0.3618 -0.1293
N: 1.9570 1.1771 0.1921

---

# C3H6N3O2Si

A gas-phase ion, C3H6N3O2Si (charge +1) at a distorted geometry (ωB97M-V/def2-TZVPD, the Open Molecules 2025 dataset).

max |F|	6.7	eV/A
HOMO energy (spin up / spin down)	-11.620 / -15.372	eV
LUMO energy (spin up / spin down)	-3.100 / -9.023	eV
charge	+1
E_tot	-721.78433	Ha
ΔE to the lowest compared entry with this formula, charge and spin	0.000	eV
<S²>	2.012
HOMO-LUMO gap (spin up / spin down)	8.52 / 6.35	eV
multiplicity	3

Geometry (Å):
H: -0.6900 -2.6054 1.2323
O: -1.8498 -2.1412 -1.0736
H: 0.9430 2.5102 2.0751
O: 0.7415 -0.3895 2.2821
N: -0.8486 0.3039 -2.0270
H: -1.3278 -0.3897 -2.5493
N: 0.3210 0.2763 0.1202
N: -0.5948 -1.6969 0.8141
H: -0.5599 1.1019 -2.5063
C: 0.2300 -0.6040 1.2502
C: -1.1029 -1.4666 -0.4186
C: -0.5248 -0.0621 -0.8007
H: 1.1598 2.4322 -0.4390
H: 2.6592 1.0338 1.1417
Si: 1.4439 1.6972 0.8988

---

# C3H6N3P

2 unconnected molecules or ions with the total composition C3H6N3P at a distorted geometry (ωB97M-V/def2-TZVPD, the Open Molecules 2025 dataset).

max |F|	3.9	eV/A
HOMO energy	-8.197	eV
LUMO energy	0.104	eV
E_tot	-623.41378	Ha
ΔE to the lowest compared entry with this formula, charge and spin	3.405	eV
HOMO-LUMO gap	8.30	eV
multiplicity	1

Geometry (Å):
H: -2.3052 -0.6950 1.4093
C: -1.3119 -0.6553 0.8944
C: 2.9644 -1.8560 0.9820
H: -0.3755 0.3460 -1.3587
H: 0.9283 -1.4730 0.5894
C: -0.2625 1.1455 -0.6541
H: 0.7827 2.3513 -2.0254
N: 1.8851 -1.5274 0.7356
P: -0.8344 1.0653 0.9669
H: 0.2959 2.9392 -0.3408
N: 0.4082 2.2105 -1.1151
H: -1.2884 -2.3863 -0.1410
N: -0.8867 -1.4648 0.0574

---

# C3H6N4

C3H6N4 in the gas phase at a distorted geometry (ωB97M-V/def2-TZVPD, the Open Molecules 2025 dataset).

max |F|	1.2	eV/A
HOMO energy	-7.720	eV
LUMO energy	0.678	eV
E_tot	-336.80493	Ha
ΔE to the lowest compared entry with this formula, charge and spin	3.927	eV
HOMO-LUMO gap	8.40	eV
multiplicity	1

Geometry (Å):
H: -1.2554 -2.1182 -0.9069
H: 0.8640 0.0410 -1.3416
H: -1.4462 -1.8724 0.7709
N: 1.3347 0.4557 0.8618
H: -0.3153 1.7207 2.2644
C: -0.8517 -0.2338 -0.3073
H: 3.0054 0.2411 -0.3246
N: -1.0161 1.3132 1.6384
H: -0.4170 1.1007 -1.6768
N: -1.0053 -1.5855 -0.0883
C: -0.4911 0.5670 0.8024
C: 1.9310 0.2693 -0.1782
N: -0.3372 0.1013 -1.5144

---

# C3H6N4

C3H6N4 in the gas phase at a distorted geometry (ωB97M-V/def2-TZVPD, the Open Molecules 2025 dataset).

max |F|	3.6	eV/A
HOMO energy	-7.998	eV
LUMO energy	0.493	eV
E_tot	-336.70326	Ha
ΔE to the lowest compared entry with this formula, charge and spin	6.694	eV
HOMO-LUMO gap	8.49	eV
multiplicity	1

Geometry (Å):
N: 0.0905 0.6933 1.2283
C: 1.6575 0.3695 -0.5238
H: -0.0817 0.1272 2.0591
C: -1.2617 0.9804 -1.1083
H: 1.2137 -1.8081 1.2953
N: 2.4272 0.9258 -1.1699
H: -2.2799 1.0362 -1.4556
H: -0.4986 1.4511 -1.7092
H: -0.0374 -2.0625 0.2148
N: 0.6929 -0.2078 0.2336
C: -1.0089 0.3442 0.0382
N: 0.8572 -1.6074 0.3627
H: -1.7706 -0.2419 0.5349

---

# C3H6N4

C3H6N4 in the gas phase at a distorted geometry (ωB97M-V/def2-TZVPD, the Open Molecules 2025 dataset).

max |F|	4.3	eV/A
HOMO energy	-7.848	eV
LUMO energy	0.451	eV
SMILES	NN1C=CC=NN1
E_tot	-336.77581	Ha
ΔE to the lowest compared entry with this formula, charge and spin	4.720	eV
HOMO-LUMO gap	8.30	eV
multiplicity	1

Geometry (Å):
H: 1.4128 1.6029 -1.4814
H: -0.9629 1.3701 -2.2111
N: -1.2394 0.1520 0.6633
N: 0.0253 -0.2040 1.1474
N: 0.1647 -1.6320 0.9365
C: 1.0979 0.3907 0.3569
H: 0.8527 -2.1771 1.3950
H: 0.2028 -1.8108 -0.0077
C: 0.7075 1.0606 -0.7625
H: -2.0533 -0.2756 1.0027
N: -1.5820 0.3813 -0.6426
H: 1.9891 0.1215 0.8947
C: -0.6152 1.0205 -1.2910

---

What did the fifth record say?
# C3H6N3P

2 unconnected molecules or ions with the total composition C3H6N3P at a distorted geometry (ωB97M-V/def2-TZVPD, the Open Molecules 2025 dataset).

max |F|	3.9	eV/A
HOMO energy	-8.197	eV
LUMO energy	0.104	eV
E_tot	-623.41378	Ha
ΔE to the lowest compared entry with this formula, charge and spin	3.405	eV
HOMO-LUMO gap	8.30	eV
multiplicity	1

Geometry (Å):
H: -2.3052 -0.6950 1.4093
C: -1.3119 -0.6553 0.8944
C: 2.9644 -1.8560 0.9820
H: -0.3755 0.3460 -1.3587
H: 0.9283 -1.4730 0.5894
C: -0.2625 1.1455 -0.6541
H: 0.7827 2.3513 -2.0254
N: 1.8851 -1.5274 0.7356
P: -0.8344 1.0653 0.9669
H: 0.2959 2.9392 -0.3408
N: 0.4082 2.2105 -1.1151
H: -1.2884 -2.3863 -0.1410
N: -0.8867 -1.4648 0.0574